Density functional theory data (ωB97M-V with the def2-TZVPD basis set) for C10H40CaN15O13 as an isolated structure.

XYZ file:
```
79
Properties=species:S:1:pos:R:3:forces:R:3:lowdin_charge:R:1
Ca 2.00593 1.43513 -2.44111 0.0 -0.7 1.5 1.591
N -0.20112 0.34337 0.16573 0.2 0.1 -0.3 -0.514
O 0.71848 0.93669 -0.43678 0.2 0.3 0.0 -0.121
O -0.04306 -0.85773 0.45656 0.0 -0.2 0.2 -0.050
O -1.23367 0.93786 0.46059 -0.1 0.2 0.2 -0.002
C -2.76347 -0.34570 -2.00862 0.0 0.2 -0.3 -0.155
O -3.26530 -0.00628 -3.29799 0.3 0.1 -0.2 -0.116
H -1.83489 0.20146 -1.86555 0.0 0.2 -0.1 0.056
H -3.46955 -0.01499 -1.24376 0.0 -0.3 0.2 0.071
H -2.50578 -1.40087 -1.92397 -0.3 -0.1 0.1 0.063
H -3.90849 -0.66187 -3.57784 -0.1 0.0 0.1 0.077
C -4.37704 2.76030 0.58203 0.4 0.6 0.3 -0.166
O -4.04415 1.46077 1.00640 -0.2 -0.3 0.1 -0.130
H -3.70344 3.53066 0.99234 0.1 -0.3 -0.1 0.076
H -4.35067 2.85099 -0.50780 -0.3 0.0 0.0 0.068
H -5.34739 3.01738 1.00054 -0.2 -0.2 -0.3 0.082
H -3.18595 1.21367 0.65274 0.2 0.1 0.1 0.007
C -0.27594 -2.15003 3.27447 0.4 0.1 -0.2 -0.185
O -0.29041 -2.80233 4.52834 -0.1 0.1 0.0 -0.098
H 0.74531 -1.89423 2.96015 0.0 -0.1 0.0 0.065
H -0.72200 -2.76209 2.48822 0.0 0.0 0.0 0.048
H -0.81534 -1.20628 3.35529 -0.2 -0.1 0.1 0.076
H -0.00876 -3.71057 4.39071 0.0 0.0 0.1 0.076
C -2.64863 -3.57219 0.29895 0.4 -0.2 0.5 -0.647
O -1.60456 -4.22784 0.29069 -0.1 0.0 -0.3 -0.015
N -2.68890 -2.26600 0.66325 -0.6 -0.1 -0.3 0.185
N -3.86032 -4.12660 0.00279 0.0 0.5 0.0 0.167
H -3.59024 -1.83567 0.77402 0.1 0.3 0.1 0.109
H -1.85690 -1.73565 0.87204 0.1 -0.2 0.0 0.058
H -3.93577 -5.10427 -0.20346 0.1 0.0 -0.1 0.109
H -4.61894 -3.50613 -0.21527 -0.2 -0.3 0.0 0.099
C 2.99278 3.48977 0.06599 0.2 -0.1 -0.1 -0.629
O 2.95730 3.12848 -1.13493 -0.5 0.5 -0.1 -0.149
N 2.90548 2.60456 1.07287 0.3 0.0 -0.2 0.218
N 3.12593 4.79515 0.41195 -0.2 -0.6 0.0 0.190
H 3.21610 2.86793 1.99442 -0.2 0.0 0.1 0.128
H 3.00412 1.64155 0.79546 -0.1 -0.1 0.0 0.083
H 2.88739 5.04834 1.35964 0.1 0.3 -0.1 0.108
H 3.08257 5.46502 -0.33387 0.1 0.2 0.1 0.113
C 3.92159 -0.50171 -0.27958 -0.3 -0.2 -0.3 -0.622
O 3.64954 0.41754 -1.07408 0.2 0.1 0.0 -0.142
N 2.96465 -1.20183 0.37721 0.6 0.2 0.2 0.194
N 5.20076 -0.86182 -0.03401 -0.5 0.1 0.0 0.196
H 1.99757 -0.90207 0.35720 0.0 0.1 -0.1 0.062
H 3.27741 -1.81088 1.11770 -0.3 -0.1 0.1 0.112
H 5.92452 -0.36919 -0.52313 0.1 -0.1 0.0 0.119
H 5.39798 -1.62987 0.58255 0.3 0.0 -0.1 0.118
C 1.89368 -4.87160 1.07145 0.3 -0.5 -0.1 -0.672
O 3.10109 -4.91682 1.25534 0.1 0.4 0.1 0.009
N 1.21893 -3.76323 0.66254 -0.5 -0.3 0.0 0.160
N 1.09100 -5.98065 1.21911 -0.1 0.4 -0.1 0.156
H 0.28844 -3.90251 0.28037 0.1 0.3 0.3 0.039
H 1.72097 -2.92526 0.44809 0.1 -0.3 -0.2 0.038
H 0.10585 -5.84068 1.37236 0.0 -0.2 -0.1 0.079
H 1.52700 -6.82000 1.55153 0.0 0.0 0.1 0.101
C 0.34994 3.64459 2.71224 0.3 0.0 0.8 -0.699
O 1.02370 4.25899 3.53653 0.1 -0.1 -0.4 0.004
N -0.20124 2.43570 2.99997 0.1 -0.2 -0.1 0.182
N 0.10140 4.15675 1.47761 -0.4 -0.1 -0.5 0.158
H -0.71260 1.87359 2.34089 -0.1 0.2 -0.1 0.064
H 0.05313 2.02110 3.87832 0.0 0.1 0.1 0.111
H 0.51989 5.03940 1.26041 0.0 0.1 0.1 0.083
H -0.22960 3.58521 0.71910 -0.1 0.0 0.0 0.072
C -0.55020 3.70372 -2.42357 -0.1 0.2 0.5 -0.627
O 0.00800 2.61766 -2.63211 0.4 -0.2 -0.5 -0.130
N 0.09980 4.72673 -1.80510 -0.3 0.2 -0.2 0.188
N -1.84584 3.89722 -2.72754 0.2 -0.3 -0.2 0.206
H 1.08552 4.62518 -1.62638 0.0 -0.1 -0.1 0.078
H -0.26831 5.65539 -1.92916 0.1 0.1 0.2 0.118
H -2.32544 3.11047 -3.13415 -0.1 0.1 0.0 0.121
H -2.36348 4.71846 -2.47394 0.0 0.0 0.0 0.119
C 1.01385 -1.84210 -2.89618 -0.2 -0.6 -0.1 -0.605
O 1.77712 -0.91063 -2.59727 -0.2 0.7 -0.5 -0.121
N 0.24629 -2.47016 -1.98225 0.1 0.3 -0.7 0.207
N 0.92266 -2.34904 -4.16293 0.0 0.1 0.3 0.177
H -0.09547 -3.38980 -2.20153 -0.2 0.0 0.3 0.120
H 0.03190 -2.00586 -1.11200 0.2 -0.2 0.2 0.059
H 1.54344 -2.02082 -4.87956 0.0 0.1 0.1 0.109
H 0.04384 -2.74293 -4.45128 0.1 -0.1 -0.1 0.109
```
Positions in Å, forces in eV/Å.

Computed properties:
- net charge = +1
- F_max (eV/Å) = 1.70
- spin multiplicity = 1
- energy (hartree) = -2882.25458
- E_LUMO (eV) = -2.970
- Kohn-Sham gap (eV) = 8.4